# 1
Molecular formula: C29H42BrClN2O3OsS2Si
Method: DFT, ωB97M-V/def2-TZVPD

```
! RIJCOSX wB97M-V def2-TZVPD def2/J DEFGRID3
* xyz 0 5
Os 0.3660 -0.4961 0.7234
S 2.6571 -0.8442 0.4327
C 3.2994 0.7577 0.2915
C 4.6868 0.9468 0.4596
C 5.2433 2.1915 0.3029
C 4.4240 3.2840 -0.0160
C 3.0673 3.1165 -0.1655
C 2.4751 1.8469 -0.0192
S 0.7640 1.6756 -0.2659
H 5.3078 0.0930 0.7070
H 6.3108 2.3255 0.4258
H 4.8594 4.2679 -0.1428
H 2.4319 3.9620 -0.4040
C -5.8220 4.5813 -1.9343
C -4.9267 3.3532 -1.6684
C -5.7219 2.0914 -2.0394
C -3.7342 3.4012 -2.6375
Si -4.3747 3.3064 0.1590
Br -2.6971 1.7840 0.2254
C -3.5575 4.9223 0.7480
C -4.6233 5.9882 1.0737
C -2.6297 5.4862 -0.3386
C -2.6719 4.7122 1.9896
C -5.6967 2.6166 1.3561
C -7.0421 3.3487 1.1731
C -5.2489 2.7735 2.8193
C -5.9325 1.1068 1.1673
H -6.1607 4.5525 -2.9779
H -5.2918 5.5243 -1.7968
H -6.7142 4.6058 -1.3058
H -5.9347 2.1219 -3.1157
H -6.6798 2.0268 -1.5257
H -5.1574 1.1754 -1.8407
H -4.1292 3.3656 -3.6614
H -3.0663 2.5475 -2.5086
H -3.1406 4.3087 -2.5494
H -5.2840 6.2022 0.2298
H -4.1140 6.9253 1.3314
H -5.2475 5.7186 1.9251
H -3.1626 5.8113 -1.2314
H -1.8621 4.7657 -0.6368
H -2.1170 6.3651 0.0724
H -3.2091 4.3202 2.8498
H -2.2554 5.6863 2.2781
H -1.8373 4.0403 1.7816
H -6.9590 4.4329 1.2728
H -7.7418 3.0042 1.9453
H -7.5018 3.1370 0.2070
H -5.1875 3.8112 3.1428
H -4.2830 2.2951 3.0051
H -5.9905 2.2785 3.4605
H -6.2418 0.8309 0.1630
H -6.7320 0.7985 1.8541
H -5.0386 0.5298 1.4176
O -0.7190 -5.1982 -1.0604
C -1.4145 -4.4880 -1.9660
C -2.3131 -5.1804 -2.7778
C -3.0373 -4.5037 -3.7389
C -2.9001 -3.1236 -3.9086
C -2.0198 -2.4379 -3.0958
C -1.2692 -3.1013 -2.1212
C -0.3875 -2.3319 -1.2204
O 0.2998 -2.9352 -0.3643
O -0.4000 -1.0430 -1.2376
H -0.1093 -4.5615 -0.6214
H -2.4099 -6.2500 -2.6419
H -3.7197 -5.0585 -4.3723
H -3.4715 -2.6022 -4.6638
H -1.8941 -1.3653 -3.1874
Cl -0.5797 0.1295 3.9029
C 0.7463 0.2717 2.6449
H 1.6162 -0.1932 3.0897
H 0.9413 1.3320 2.5581
N -1.4599 -2.3965 2.3069
C -2.5793 -3.1266 2.2776
C -3.3303 -2.6861 1.2090
C -2.5814 -1.6508 0.6465
N -1.4461 -1.4754 1.3266
H -0.7277 -2.3895 2.9974
H -2.7613 -3.8926 3.0156
H -4.2857 -3.0589 0.8800
H -2.7868 -1.0448 -0.2197
*
```

Output
LUMO energy (alpha / beta): 0.36 / -1.81 eV
<S²>: 6.0236
E_HOMO (alpha / beta): -7.3 / -8.1 eV

# 2
Molecular formula: C40H114F3O20S18
Method: DFT, ωB97M-V/def2-TZVPD

```
! RIJCOSX wB97M-V def2-TZVPD def2/J DEFGRID3
* xyz -1 1
C -8.5135 -5.0525 -26.8423
O -9.2116 -5.8502 -25.8438
O -9.3573 -4.8764 -27.9552
C -8.0821 -3.6536 -26.1916
F -7.3359 -3.7765 -25.0918
F -7.1960 -3.0736 -27.0632
F -9.1185 -2.8538 -25.8761
C -8.4085 -6.7390 -24.9914
C -9.3287 -7.8132 -24.3846
H -9.6903 -8.5100 -25.1408
H -8.7023 -8.3710 -23.6885
H -10.1887 -7.3238 -23.9275
H -7.9269 -6.1783 -24.1903
H -7.5980 -7.2446 -25.5164
H -7.5758 -5.5768 -27.0265
C -4.6676 -12.8384 -26.0270
S -5.6702 -11.4807 -25.3492
O -7.0799 -12.0630 -25.4905
C -5.2696 -11.8400 -23.5351
H -4.8696 -13.6818 -25.3667
H -3.5977 -12.6422 -25.9571
H -5.0337 -13.0732 -27.0265
H -5.8996 -11.2998 -22.8284
H -4.2353 -11.6900 -23.2253
H -5.5305 -12.8868 -23.3794
C -6.3305 -8.7204 -21.3299
S -7.7489 -9.9893 -21.1814
O -7.3111 -11.1883 -20.3615
C -8.8450 -8.9677 -20.2551
H -5.4815 -9.3412 -21.6159
H -6.0884 -8.2008 -20.4027
H -6.4622 -8.0711 -22.1954
H -8.2392 -8.4430 -19.5163
H -9.6575 -9.5904 -19.8808
H -9.3589 -8.2336 -20.8757
C -6.8994 0.5379 -26.1472
S -5.3891 -0.4482 -25.9473
O -4.3723 0.5982 -25.4139
C -5.9015 -1.2789 -24.3666
H -7.7755 -0.0985 -26.2719
H -6.7689 1.1339 -27.0504
H -7.0279 1.1652 -25.2651
H -5.9376 -0.5951 -23.5184
H -5.1211 -2.0201 -24.1948
H -6.8877 -1.6837 -24.1393
C -5.5561 0.8289 -30.6329
S -4.1308 1.8549 -31.3543
O -2.7922 1.2862 -30.8883
C -4.4619 1.2649 -33.1237
H -5.6213 -0.2509 -30.7671
H -6.5048 1.2926 -30.9031
H -5.5049 0.8625 -29.5446
H -5.5211 1.0891 -33.3114
H -4.1637 0.2195 -33.2028
H -4.0080 1.8758 -33.9040
C -7.9047 -10.1208 -27.7431
S -9.2419 -10.8575 -28.7805
O -8.5260 -11.5898 -29.9146
C -9.6731 -12.2835 -27.6550
H -7.6071 -9.1810 -28.2081
H -7.1099 -10.8608 -27.6492
H -8.2028 -9.8017 -26.7444
H -8.7759 -12.8734 -27.4672
H -10.3951 -12.9957 -28.0543
H -10.1027 -12.0240 -26.6874
C -3.8785 -6.0325 -26.1087
S -3.7386 -6.9751 -24.5578
O -2.9438 -8.2453 -24.9049
C -2.4833 -6.1030 -23.5493
H -4.1849 -5.0249 -25.8276
H -4.7146 -6.5617 -26.5660
H -2.9345 -6.1283 -26.6451
H -2.2156 -6.7333 -22.7013
H -2.8994 -5.1889 -23.1257
H -1.6285 -5.8305 -24.1684
C -10.0854 1.5264 -28.5541
S -10.5386 -0.0907 -27.6607
O -11.9228 -0.4171 -28.2682
C -9.3340 -1.0389 -28.6864
H -9.0792 1.7439 -28.1958
H -10.7498 2.3408 -28.2655
H -10.0469 1.1895 -29.5900
H -9.2907 -1.9745 -28.1288
H -8.3619 -0.5465 -28.7128
H -9.5331 -1.2087 -29.7446
C -10.6927 -1.0917 -20.4603
S -11.2234 0.4997 -21.1673
O -10.1573 1.5677 -20.9172
C -11.2096 0.0348 -22.8997
H -9.6028 -1.1010 -20.4522
H -10.8958 -2.0381 -20.9614
H -10.9458 -1.0556 -19.4007
H -10.2245 -0.4114 -23.0362
H -11.2847 0.9226 -23.5275
H -12.0193 -0.6802 -23.0457
C -7.2324 -7.2705 -30.2771
S -5.5488 -6.7592 -29.8296
O -5.0368 -7.8246 -28.8152
C -4.6919 -7.2075 -31.3516
H -7.2502 -8.3145 -30.5900
H -7.6608 -6.7161 -31.1121
H -7.9017 -7.1900 -29.4206
H -4.7681 -8.2627 -31.6140
H -3.6191 -7.0164 -31.3264
H -4.9980 -6.4053 -32.0230
C -11.2350 -4.1110 -23.7533
S -12.7897 -4.2053 -24.8104
O -14.0070 -3.7401 -23.9733
C -12.2739 -2.9958 -26.0638
H -11.3074 -4.7139 -22.8481
H -11.2125 -3.0551 -23.4838
H -10.2743 -4.2864 -24.2374
H -13.1068 -2.9590 -26.7661
H -11.3483 -3.3324 -26.5306
H -12.0926 -2.0613 -25.5329
C -13.6945 0.3523 -25.7125
S -14.0463 2.0344 -25.0420
O -13.3941 2.1329 -23.6418
C -12.8853 2.9100 -26.1780
H -14.1195 0.3395 -26.7161
H -14.1000 -0.5456 -25.2461
H -12.6261 0.2322 -25.8919
H -12.6597 3.8965 -25.7731
H -13.1502 3.0673 -27.2236
H -11.8317 2.6311 -26.1915
C -6.9113 -5.4238 -19.5444
S -7.6139 -4.2494 -20.8442
O -8.5506 -3.3014 -20.0183
C -6.0847 -3.3045 -21.2487
H -7.6862 -6.1800 -19.4186
H -6.6838 -5.0829 -18.5344
H -6.0137 -5.9090 -19.9278
H -5.7020 -2.7912 -20.3665
H -6.3095 -2.5680 -22.0202
H -5.3002 -3.9759 -21.5977
C -11.0758 -5.9013 -30.7588
S -12.5430 -4.8075 -31.0603
O -13.7464 -5.7443 -31.1149
C -12.6407 -3.9198 -29.4468
H -10.8979 -6.7004 -31.4784
H -11.0959 -6.4018 -29.7907
H -10.1431 -5.3734 -30.9573
H -12.6088 -4.6040 -28.5989
H -13.6020 -3.4100 -29.3837
H -11.8848 -3.1354 -29.4077
C -2.3111 -4.3185 -29.5330
S -3.4630 -3.2566 -30.4580
O -4.3690 -4.1529 -31.3335
C -4.5956 -2.7322 -29.0851
H -1.7853 -5.0013 -30.2005
H -2.7865 -5.0272 -28.8549
H -1.5871 -3.7667 -28.9335
H -5.3878 -2.1086 -29.4994
H -4.0951 -2.1678 -28.2983
H -5.1297 -3.6061 -28.7120
C -10.1319 -2.7587 -32.3678
S -8.2744 -2.6548 -32.5668
O -7.7751 -1.2332 -32.2028
C -7.5794 -3.8237 -31.3190
H -10.5557 -2.5816 -31.3793
H -10.3642 -3.7631 -32.7217
H -10.5525 -1.9911 -33.0174
H -6.9189 -3.1204 -30.8118
H -6.9676 -4.5608 -31.8391
H -8.3213 -4.2498 -30.6436
C -11.2127 -11.1481 -22.9329
S -12.1751 -12.7271 -22.6911
O -13.6522 -12.2800 -22.6865
C -11.9801 -13.4678 -24.3444
H -11.0709 -10.7260 -21.9380
H -11.5961 -10.4140 -23.6415
H -10.1962 -11.3200 -23.2868
H -10.9464 -13.6448 -24.6414
H -12.3473 -12.8435 -25.1590
H -12.4949 -14.4282 -24.3719
C -13.8409 -9.0471 -25.9561
S -12.1261 -9.4735 -26.3834
O -12.1913 -10.6388 -27.3908
C -11.9236 -7.9377 -27.4119
H -14.5313 -8.8713 -26.7811
H -13.8425 -8.1742 -25.3034
H -14.3738 -9.8699 -25.4795
H -11.9084 -7.0314 -26.8065
H -12.8105 -7.9114 -28.0451
H -11.0244 -7.9215 -28.0278
C -13.3194 -7.7159 -22.8238
S -12.7687 -7.3847 -21.1211
O -11.3339 -6.7838 -21.0997
C -13.8065 -5.8327 -20.9057
H -13.0944 -6.8158 -23.3959
H -14.4065 -7.7858 -22.8619
H -12.8506 -8.5527 -23.3416
H -13.6283 -5.0803 -21.6739
H -13.5137 -5.4146 -19.9426
H -14.8699 -6.0438 -21.0186
*
```

Output
LUMO energy: 1.30 eV
E_HOMO: -6.2 eV

# 3
Molecular formula: C23H48EuNOP3S
Method: DFT, ωB97M-V/def2-TZVPD

```
! RIJCOSX wB97M-V def2-TZVPD def2/J DEFGRID3
* xyz 3 7
Eu 0.4222 0.2081 -0.3004
P -1.4433 -1.7279 -1.7695
P 1.4898 -2.3948 0.2298
P -1.6245 2.4145 -1.2549
H 5.6290 -0.6808 0.3024
C 5.3781 0.3740 0.3418
C 5.0252 0.9803 1.4939
H 4.8256 0.4039 2.4048
C -0.7393 -1.8471 -3.4654
C -1.9648 -3.4686 -1.5010
C -3.0714 -0.9589 -2.1288
C 2.8717 -2.0350 1.3996
C 0.6230 -3.6883 1.2168
C 2.3314 -3.5323 -0.9502
C -0.8742 3.8416 -0.3681
C -3.4041 2.6882 -0.9335
C -1.4672 2.9921 -2.9936
H 5.6517 0.9604 -0.5524
H 5.0489 2.0728 1.6001
H -1.3981 -2.4532 -4.1060
H 0.2564 -2.3167 -3.4182
H -0.6294 -0.8393 -3.8971
H -2.5611 -3.8112 -2.3611
H -2.5837 -3.5289 -0.5918
H -1.0861 -4.1195 -1.3807
H -3.7159 -1.6767 -2.6577
H -2.9564 -0.0489 -2.7366
H -3.5508 -0.6901 -1.1752
H 3.4367 -2.9649 1.5397
H 2.4441 -1.7503 2.3698
H 3.5538 -1.2661 1.0152
H 1.3346 -4.4827 1.4887
H -0.2061 -4.1346 0.6499
H 0.2192 -3.2483 2.1393
H 2.7816 -4.3799 -0.4073
H 3.1169 -2.9823 -1.4909
H 1.6012 -3.9148 -1.6828
H -0.8978 4.7262 -1.0151
H 0.1774 3.6315 -0.1141
H -1.4440 4.0202 0.5501
H -3.8123 3.4747 -1.5746
H -3.5347 2.9635 0.1157
H -3.9505 1.7547 -1.0978
H -1.4861 4.0881 -3.0182
H -2.2850 2.5817 -3.6001
H -0.5074 2.6533 -3.4103
C 2.8295 2.7728 -2.4145
C 3.0671 2.8333 -3.7760
C 4.1504 3.6254 -4.2328
C 5.0105 4.2364 -3.2919
C 4.8709 3.9380 -1.9252
C 3.7987 3.1478 -1.4788
S 1.3114 2.2154 -1.8480
H 1.5828 -0.6589 1.4647
H 2.4735 2.3201 -4.5020
H 4.3173 3.7812 -5.3037
H 5.8002 4.9484 -3.6306
H 5.6122 4.3297 -1.2008
H 3.7632 2.8523 -0.4532
O -0.6833 -0.0415 1.7753
C -1.4942 -0.5403 2.5912
C -1.7307 0.0258 3.9511
C -3.1899 0.4207 4.2675
C -4.0681 -0.7296 4.7537
C -4.2693 -1.7823 3.6733
C -2.9620 -2.4563 3.2566
N -2.1631 -1.6773 2.2870
H -1.4000 -0.7383 4.6692
H -1.0877 0.9041 4.0553
H -3.1459 1.1808 5.0597
H -3.6611 0.8899 3.3908
H -3.6382 -1.1930 5.6532
H -5.0424 -0.3260 5.0508
H -4.9289 -2.5694 4.0590
H -4.7723 -1.3431 2.8069
H -2.3595 -2.6594 4.1639
H -3.1895 -3.4086 2.7689
H -1.8258 -2.1856 1.4549
*
```

Output
ΔE to the lowest compared entry with this formula, charge and spin: 117.4 kcal/mol
LUMO energy (alpha / beta): -10.02 / -11.28 eV
<S²>: 12.0367
E_HOMO (alpha / beta): -17.3 / -17.3 eV

Question: Which formula does entry 1 have?
Answer: C29H42BrClN2O3OsS2Si